Record 1
DFT (ωB97M-V/def2-TZVPD) results for an isolated molecule of C14H11N at a distorted geometry.

The value obtained for the lowest unoccupied orbital energy is 0.598 eV. For the HOMO energy, the calculation gives -7.67 eV. The calculation puts the gap between HOMO and LUMO at 8.27 eV. The SMILES is Nc1ccc2ccc3ccccc3c2c1.

```
! RIJCOSX wB97M-V def2-TZVPD def2/J DEFGRID3
* xyz 0 1
N 2.99236 0.44411 -2.77404
C 1.81271 -0.01446 -2.14647
C 1.04205 -0.91938 -2.96665
C -0.11168 -1.40675 -2.31001
C -0.60533 -1.09320 -1.00911
C -1.85753 -1.63834 -0.46659
C -2.18046 -1.20353 0.73117
C -1.37706 -0.27493 1.50784
C -1.87925 0.28086 2.68257
C -1.20309 1.26406 3.35072
C 0.03506 1.74664 2.89512
C 0.54640 1.25619 1.66954
C -0.17863 0.26087 0.97508
C 0.23559 -0.16319 -0.29642
C 1.38816 0.38135 -0.86189
H 3.52360 0.98200 -2.09290
H 3.71024 -0.23327 -3.27404
H 1.26381 -0.99055 -4.09226
H -0.73255 -1.92937 -2.99107
H -2.42566 -2.26888 -1.10782
H -3.07686 -1.57079 1.27264
H -2.96422 -0.02131 3.03552
H -1.68239 1.65946 4.26230
H 0.40283 2.68125 3.34820
H 1.44735 1.56501 1.11998
H 1.87457 1.20614 -0.46142
*
```

***

Record 2
DFT (ωB97M-V/def2-TZVPD) results for an isolated molecule of C6H9N3O at a distorted geometry.

The value obtained for the lowest unoccupied orbital energy is 0.621 eV. For the HOMO energy, the calculation gives -7.74 eV. The calculation puts the gap between HOMO and LUMO at 8.36 eV. The SMILES is [H]/N=C(\O)Cc1[nH]ccc1N.

```
! RIJCOSX wB97M-V def2-TZVPD def2/J DEFGRID3
* xyz 0 1
H 0.11918 2.03987 0.79050
N 0.11897 1.57843 -0.25247
C -0.52734 0.52949 -0.01323
O -0.82115 0.56521 1.46991
C -0.72359 -0.76143 -0.75512
C 0.51953 -1.48536 -1.14297
N 1.08140 -1.37569 -2.39814
C 2.19738 -2.14809 -2.48387
C 2.37248 -2.78432 -1.26875
C 1.33091 -2.32973 -0.40406
N 1.17774 -2.67440 0.94949
H -0.97727 -0.34224 1.75757
H -1.32454 -0.52648 -1.64940
H -1.36157 -1.40547 -0.12777
H 0.69940 -0.82207 -3.15160
H 2.79935 -2.17009 -3.38793
H 3.18915 -3.45211 -1.00201
H 0.21581 -2.65968 1.27041
H 1.58436 -3.57496 1.17600
*
```

***

Record 3
DFT (ωB97M-V/def2-TZVPD) results for a structure of composition ClHNO2S at a distorted geometry.

The value obtained for the lowest unoccupied orbital energy is 4.075 eV. For the HOMO energy, the calculation gives -4.36 eV. The calculation puts the gap between HOMO and LUMO at 8.44 eV.

```
! RIJCOSX wB97M-V def2-TZVPD def2/J DEFGRID3
* xyz -1 1
N -0.98044 0.05439 -0.39775
O 1.03624 -1.47825 -0.61072
O -1.02625 -0.92301 0.65148
S 0.54561 -0.38722 0.23671
Cl 1.89823 1.89363 0.19096
H -1.47341 0.84045 -0.07068
*
```

***

Record 4
DFT (ωB97M-V/def2-TZVPD) results for the ion C2H3Cl2N4 with charge +1 at a distorted geometry.

The value obtained for the lowest unoccupied orbital energy is -5.821 eV. For the HOMO energy, the calculation gives -14.95 eV. The calculation puts the gap between HOMO and LUMO at 9.13 eV. The SMILES is [H]/N=C(\N)N=[N+]=C(Cl)Cl.

```
! RIJCOSX wB97M-V def2-TZVPD def2/J DEFGRID3
* xyz 1 1
H 0.30865 0.73048 -1.85660
N -0.54450 0.75856 -1.32829
C -0.74472 0.28570 -0.17818
N -0.00894 -0.33194 0.73246
N -2.13068 0.44811 0.29212
N -2.88121 1.00077 -0.44970
C -2.71026 1.53037 -1.66335
Cl -2.61653 3.21820 -1.76196
Cl -3.26033 0.66589 -3.00560
H -0.42537 -0.62067 1.60549
H 0.97423 -0.50760 0.59541
*
```

***

Record 5
DFT (ωB97M-V/def2-TZVPD) results for a cluster of 2 separate species, C6H15N4 in total at a distorted geometry.

The value obtained for the lowest unoccupied orbital energy is -4.812 eV. For the HOMO energy, the calculation gives -11.52 eV. The calculation puts the gap between HOMO and LUMO at 6.71 eV.

```
! RIJCOSX wB97M-V def2-TZVPD def2/J DEFGRID3
* xyz 1 1
C -0.55508 -2.03930 1.11320
C 0.02497 -1.19405 0.05677
C -1.28901 1.90211 -0.77917
C 1.15462 1.69777 -0.83062
C 0.01454 1.70533 1.35123
C -0.08462 1.65199 -0.06272
N 0.62446 -2.69610 1.80860
N 1.61996 -2.43521 1.16478
N 1.38026 -1.51080 0.14987
N -0.46394 -1.88244 -1.26498
H -1.03510 -1.58021 1.90459
H -1.22277 -2.84908 0.76552
H -1.21566 3.01070 -0.95463
H -2.27893 1.83984 -0.16595
H -1.23529 1.28084 -1.59756
H 1.07234 1.49622 -1.93301
H 1.50643 2.73574 -0.91083
H 1.92802 0.97557 -0.61879
H -0.71394 1.09222 1.87834
H -0.44419 2.71557 1.72129
H 0.89787 1.39381 1.80758
H 2.14966 -0.97900 -0.13916
H -1.47628 -2.17238 -0.94904
H 0.15946 -2.78061 -1.40089
H -0.51780 -1.37853 -2.11442
*
```

***

Record 6
DFT (ωB97M-V/def2-TZVPD) results for a cluster of 8 separate species, C39H99F3N6O17S in total at a distorted geometry.

The value obtained for the lowest unoccupied orbital energy (alpha / beta) is -6.380 / -6.380 eV. For the HOMO energy (alpha / beta), the calculation gives -8.17 / -14.11 eV. The calculation puts the gap between HOMO and LUMO (alpha / beta) at 1.79 / 7.73 eV.

```
! RIJCOSX wB97M-V def2-TZVPD def2/J DEFGRID3
* xyz 3 2
C -3.92207 -3.27606 6.68133
O -2.75449 -2.53294 6.78918
C -1.82791 -3.03586 7.80431
C -0.55146 -2.19559 7.79452
N -0.12485 -1.86323 6.35455
H 0.23389 -2.72377 5.96612
H -1.04102 -1.62767 6.00065
C 0.93093 -0.75311 5.99087
C 0.37333 0.07639 4.89802
O -1.03644 0.55268 5.09741
C -1.41461 1.58450 4.19556
H -4.34801 -3.19816 5.68102
H -4.73217 -2.80547 7.23845
H -3.80331 -4.33867 6.89309
H -1.44079 -4.02182 7.54718
H -2.35512 -2.93012 8.75246
H 0.24020 -2.63118 8.40414
H -0.80712 -1.22910 8.22885
H 1.95152 -1.12808 5.91425
H 0.98098 -0.12523 6.88045
H 0.44255 -0.40302 3.92156
H 0.98604 0.97751 4.87204
H -2.49593 1.72169 4.19215
H -1.17860 1.51081 3.13397
H -0.93190 2.51174 4.50432
C 3.76603 4.58696 -2.55601
O 3.77713 3.87109 -1.30387
C 3.63043 2.43828 -1.46931
C 3.43899 1.63082 -0.13529
N 2.40422 2.34486 0.72382
H 2.48365 3.34278 0.58987
H 1.51118 2.17784 0.28260
C 2.23963 2.13749 2.22579
C 3.31533 2.76595 3.02834
O 3.46815 4.09921 2.62544
C 4.55569 4.75760 3.23244
H 2.93780 4.39551 -3.23828
H 4.58238 4.27750 -3.20862
H 3.81489 5.67539 -2.52380
H 4.50910 2.10173 -2.01954
H 2.81571 2.12274 -2.12106
H 4.30385 1.44407 0.50128
H 2.96962 0.67357 -0.36215
H 2.26605 1.06349 2.40992
H 1.27625 2.57263 2.49159
H 4.26502 2.24487 2.90731
H 2.96990 2.80461 4.06143
H 4.53343 4.75209 4.32220
H 4.56792 5.78721 2.87489
H 5.48305 4.22709 3.01644
C -4.93064 -1.24719 2.49392
O -4.30441 -2.32230 1.70896
C -4.53517 -2.24576 0.28574
C -3.84620 -3.39390 -0.43885
N -4.08367 -4.70018 0.34004
H -4.00772 -4.34544 1.28264
H -5.00015 -5.00618 0.04590
C -3.17188 -5.91536 0.12819
C -3.42312 -6.88292 1.33142
O -3.13398 -6.08745 2.42937
C -1.73512 -6.01221 2.84625
H -5.99968 -1.18838 2.28949
H -4.50292 -0.26535 2.29107
H -4.79948 -1.31237 3.57404
H -4.08185 -1.32140 -0.07225
H -5.61422 -2.21484 0.13485
H -2.80464 -3.07800 -0.38010
H -4.16145 -3.65343 -1.44947
H -2.17384 -5.49849 -0.00680
H -3.52206 -6.19476 -0.86550
H -2.82167 -7.79116 1.29322
H -4.48930 -7.10760 1.30208
H -1.28729 -6.99716 2.97823
H -1.67089 -5.48539 3.79832
H -1.08947 -5.54715 2.10129
C -4.85447 2.51449 0.64874
O -4.12388 3.61604 0.06270
C -3.58967 3.23797 -1.17870
C -2.61122 4.24976 -1.83540
N -1.38212 4.63171 -1.03533
H -0.66489 3.92136 -1.00238
H -1.00100 5.37872 -1.59821
C -1.52578 5.15420 0.43262
C -0.28697 5.92746 0.86094
O 0.90138 5.23050 0.35506
C 2.10269 6.07037 0.40897
H -5.03408 2.90146 1.65178
H -4.39412 1.52695 0.67941
H -5.80117 2.35323 0.13311
H -4.33210 3.07019 -1.95893
H -3.05057 2.29107 -1.14956
H -3.16425 5.18709 -1.77501
H -2.22709 4.06585 -2.83876
H -1.56936 4.36223 1.18028
H -2.44722 5.71367 0.59396
H -0.14253 6.03104 1.93635
H -0.38970 6.93283 0.45255
H 2.00322 6.93435 -0.24810
H 3.01856 5.55238 0.12442
H 2.34670 6.48865 1.38551
C 1.00163 -0.50559 -7.79340
O 1.12119 0.60253 -6.99369
C 0.13813 0.82915 -6.03854
C 0.66360 1.80238 -4.98966
N 0.66002 3.34701 -5.41990
H -0.26769 3.54628 -5.76592
H 0.61351 3.78410 -4.51058
C 1.70993 3.77903 -6.37808
C 1.22827 3.69535 -7.83161
O -0.02671 4.14337 -7.96127
C -0.62232 3.86221 -9.18235
H 0.02561 -0.66562 -8.25151
H 1.38109 -1.41449 -7.32649
H 1.59745 -0.26627 -8.67421
H -0.06836 -0.09666 -5.50155
H -0.75313 1.28348 -6.47138
H 1.68725 1.57084 -4.69530
H 0.06933 1.80294 -4.07590
H 2.61409 3.17325 -6.43833
H 2.11154 4.74204 -6.06276
H 1.33379 2.68717 -8.23226
H 1.79373 4.26927 -8.56577
H -1.69057 4.07893 -9.18272
H -0.39606 2.90021 -9.64220
H -0.17672 4.50892 -9.93818
C 4.26763 -6.58050 -1.03103
O 3.85640 -5.68399 -0.06978
C 2.77219 -6.03875 0.67008
C 2.13150 -4.70232 1.22638
N 1.62341 -3.86598 0.04310
H 2.36842 -3.87219 -0.63883
H 0.88816 -4.34484 -0.45711
C 1.43585 -2.34522 0.17114
C 0.55568 -1.98795 1.44850
O -0.57635 -2.81682 1.49156
C -1.49889 -2.51334 2.54523
H 4.50980 -7.59552 -0.71610
H 5.19927 -6.14078 -1.38712
H 3.51297 -6.57765 -1.81753
H 2.93662 -6.74304 1.48558
H 1.97573 -6.59053 0.17079
H 2.88599 -4.02836 1.63211
H 1.42837 -4.80730 2.05264
H 0.96927 -1.90788 -0.71156
H 2.39221 -1.85542 0.35438
H 0.15873 -0.97447 1.39025
H 1.14248 -2.11545 2.35818
H -2.22747 -3.32379 2.56620
H -2.03596 -1.68225 2.08813
H -1.07511 -2.40776 3.54390
C -0.94178 -0.06667 -1.52506
C -0.36810 1.26971 -0.86468
O -0.64764 1.52395 0.36258
O 0.33374 2.05805 -1.58868
H -1.83080 0.18263 -2.10434
H -1.32138 -0.84126 -0.85870
H -0.26634 -0.45041 -2.28966
C 2.63774 -1.37866 -4.31432
F 1.71026 -0.56428 -3.81513
F 2.10581 -2.44427 -4.87008
F 3.28563 -0.70294 -5.26831
S 3.82983 -2.02294 -2.99363
O 5.03343 -2.54823 -3.71959
O 4.14795 -0.81766 -2.22957
O 3.09756 -3.09555 -2.22627
*
```